(1)
# C22H49N2OP3SSc

C22H49N2OP3SSc as an isolated structure at a distorted geometry (ωB97M-V with the def2-TZVPD basis set, the Open Molecules 2025 dataset).

Summary:
- energy above the lowest of the compared OMol25 structures with the same formula, charge and spin (kcal/mol) = 130.0
- E_LUMO (spin up / spin down) (Ha) = -0.4832 / -0.4789
- highest occupied orbital energy (spin up / spin down) (eV) = -15.466 / -15.773
- frontier orbital gap (spin up / spin down) (Ha) = 0.085 / 0.101
- calculated total energy (a.u.) = -3234.29187

The geometry in ORCA input format:
```
! RIJCOSX wB97M-V def2-TZVPD def2/J DEFGRID3
* xyz 3 1
Sc 0.173 -0.047 -0.232
P 1.839 -1.076 1.859
P 1.608 2.144 -0.305
P -0.910 -2.445 -0.475
H -0.799 1.983 -9.329
C -1.744 1.442 -9.206
C -2.885 2.085 -8.911
H -2.911 3.172 -8.775
C 3.203 -1.929 0.973
C 2.768 0.100 2.937
C 1.224 -2.434 2.943
C 0.768 3.169 -1.564
C 1.900 3.307 1.071
C 3.240 1.766 -1.034
C -2.205 -2.295 -1.759
C -1.751 -3.384 0.845
C 0.322 -3.573 -1.217
H -1.725 0.361 -9.380
H -3.838 1.552 -8.827
H 3.923 -2.299 1.713
H 3.668 -1.221 0.278
H 2.761 -2.757 0.404
H 3.424 -0.464 3.614
H 2.104 0.777 3.509
H 3.435 0.693 2.284
H 1.876 -3.310 2.801
H 0.215 -2.720 2.603
H 1.189 -2.167 4.015
H 1.161 4.190 -1.613
H -0.298 3.192 -1.293
H 0.833 2.697 -2.553
H 2.887 3.785 1.015
H 1.828 2.743 2.013
H 1.127 4.088 1.079
H 3.726 2.675 -1.408
H 3.099 1.060 -1.864
H 3.884 1.272 -0.291
H -2.871 -3.161 -1.803
H -1.760 -2.125 -2.749
H -2.796 -1.400 -1.508
H -2.541 -4.017 0.419
H -2.214 -2.672 1.547
H -1.051 -4.015 1.409
H -0.167 -4.376 -1.781
H 0.981 -3.997 -0.446
H 0.945 -2.982 -1.901
C -1.067 0.634 -2.939
C 0.109 0.172 -3.574
C 0.149 0.028 -4.957
C -0.955 0.329 -5.725
C -2.130 0.748 -5.119
C -2.207 0.900 -3.730
O -1.094 0.778 -1.616
H 1.612 -0.810 -1.107
H 0.980 -0.091 -2.961
H 1.079 -0.327 -5.379
H -0.885 0.226 -6.821
H -2.993 0.962 -5.734
H -3.126 1.206 -3.234
C -0.512 2.664 3.827
N -0.078 1.414 4.482
C 0.317 1.504 5.916
C -0.468 0.239 3.892
S -0.714 0.305 2.127
N -1.154 -0.777 4.513
C -0.777 -1.479 5.770
C -2.470 -1.104 3.945
H -1.445 3.048 4.263
H -0.711 2.442 2.766
H 0.230 3.467 3.878
H -0.357 0.921 6.562
H 1.368 1.192 6.069
H 0.238 2.564 6.201
H -1.442 -1.163 6.588
H -0.938 -2.559 5.621
H 0.276 -1.319 6.043
H -2.548 -0.636 2.940
H -2.654 -2.183 3.831
H -3.279 -0.679 4.556
*
```

***

(2)
# C3H6F9NaO12S3

C3H6F9NaO12S3 as an isolated structure at a distorted geometry (ωB97M-V with the def2-TZVPD basis set, the Open Molecules 2025 dataset).

Summary:
- energy above the lowest of the compared OMol25 structures with the same formula, charge and spin (kcal/mol) = 9.3
- E_LUMO (Ha) = 0.1428
- highest occupied orbital energy (eV) = -3.563
- frontier orbital gap (Ha) = 0.274
- calculated total energy (a.u.) = -3276.72191

The geometry in ORCA input format:
```
! RIJCOSX wB97M-V def2-TZVPD def2/J DEFGRID3
* xyz -2 1
Na -0.470 0.029 0.280
C -1.419 0.500 4.504
F -2.744 0.305 4.429
F -1.121 0.699 5.791
F -0.848 -0.630 4.097
S -0.850 1.988 3.396
O -1.120 1.536 2.042
O -1.741 3.032 3.840
O 0.541 2.173 3.740
C -0.328 -3.136 -3.426
F -0.309 -3.315 -4.733
F -1.034 -4.105 -2.830
F 0.929 -3.274 -3.001
S -1.038 -1.468 -2.895
O -2.454 -1.709 -2.774
O -0.277 -1.238 -1.663
O -0.694 -0.573 -3.998
C 2.446 2.617 -2.357
F 2.469 1.300 -2.324
F 3.692 3.091 -2.155
F 2.090 3.066 -3.553
S 1.317 3.348 -0.993
O 0.546 4.402 -1.641
O 0.451 2.249 -0.557
O 2.229 3.783 0.040
O 1.192 -2.936 0.099
H 0.656 -2.458 -0.561
H 2.073 -2.967 -0.285
O -2.378 -1.181 0.559
H -2.921 -0.396 0.402
H -2.974 -1.921 0.419
O 1.089 -0.657 2.014
H 2.044 -0.541 2.003
H 0.957 -1.610 2.091
*
```